Formula: C4H4O
Source: the OMol25 dataset
Level of theory: the ωB97M-V functional and the def2-TZVPD basis

```
! wB97M-V def2-TZVPD RIJCOSX def2/J DEFGRID3
* xyz 0 1
O 3.157 0.887 -0.374
C 1.028 -0.291 -0.195
C 2.092 0.391 -0.302
C -0.151 -0.777 0.126
C -1.411 0.083 -0.002
H 0.513 -1.258 0.917
H -1.131 1.140 -0.167
H -1.997 0.018 0.917
H -2.081 -0.212 -0.817
*
```

Computed properties:
calculated total energy	-6255.9757	eV
HOMO-LUMO gap (alpha / beta)	7.7 / 7.7	eV
SMILES string	CC=C=C=O
relative energy (zero: lowest compared OMol25 entry of this formula, charge and spin)	3.404	eV
LUMO energy (alpha / beta)	-0.688 / -0.688	eV

Formula: C4H4O
Source: the OMol25 dataset
Level of theory: the ωB97M-V functional and the def2-TZVPD basis

```
! wB97M-V def2-TZVPD RIJCOSX def2/J DEFGRID3
* xyz 0 1
O -1.066 1.047 -0.145
C 1.289 0.009 -0.072
C -0.119 0.009 0.307
C 2.512 0.142 -0.102
C -1.579 -0.245 -0.174
H -0.350 -0.124 1.323
H -2.315 -0.406 0.618
H 3.507 0.205 -0.558
H -1.878 -0.638 -1.197
*
```

Computed properties:
calculated total energy	-6255.7958	eV
HOMO-LUMO gap	10.7	eV
SMILES string	C#C[C@@H]1CO1
relative energy (zero: lowest compared OMol25 entry of this formula, charge and spin)	3.584	eV
LUMO energy	0.927	eV

Formula: C4H4O
Source: the OMol25 dataset
Level of theory: the ωB97M-V functional and the def2-TZVPD basis

```
! wB97M-V def2-TZVPD RIJCOSX def2/J DEFGRID3
* xyz 0 1
O -1.477 1.007 0.723
C 0.891 -0.515 0.243
C -0.867 0.544 -0.204
C 1.551 0.441 0.573
C -0.405 -0.940 -0.292
H -0.329 -1.383 -1.294
H -1.002 -1.578 0.362
H -0.470 1.150 -1.040
H 2.110 1.274 0.929
*
```

Computed properties:
calculated total energy	-6257.0985	eV
HOMO-LUMO gap	10.6	eV
SMILES string	C#CCC=O
relative energy (zero: lowest compared OMol25 entry of this formula, charge and spin)	2.281	eV
LUMO energy	0.911	eV

Formula: C4H4O2
Source: the OMol25 dataset
Level of theory: the ωB97M-V functional and the def2-TZVPD basis

```
! wB97M-V def2-TZVPD RIJCOSX def2/J DEFGRID3
* xyz 0 1
O 1.992 1.200 0.462
O 0.445 -1.646 -0.632
C 1.036 -1.100 0.473
C -1.091 0.397 -0.437
C 1.374 0.257 0.071
C 0.265 -0.202 -0.695
H 0.192 -0.774 2.015
H -1.007 1.547 -0.789
H -1.269 0.327 0.617
H -1.936 -0.006 -1.085
*
```

Computed properties:
calculated total energy	-8300.5434	eV
HOMO-LUMO gap (alpha / beta)	8.6 / 8.6	eV
relative energy (zero: lowest compared OMol25 entry of this formula, charge and spin)	6.534	eV
LUMO energy (alpha / beta)	-0.869 / -0.870	eV

Formula: C4H4O2
Source: the OMol25 dataset
Level of theory: the ωB97M-V functional and the def2-TZVPD basis

```
! wB97M-V def2-TZVPD RIJCOSX def2/J DEFGRID3
* xyz 0 1
O -2.165 1.063 0.770
O -2.027 -1.205 1.293
C 0.688 1.189 -1.006
C 0.906 0.030 -0.446
C -2.087 -0.070 1.029
C 1.110 -1.129 0.121
H 0.627 1.293 -2.087
H 0.278 -1.772 0.396
H 2.116 -1.483 0.333
H 0.553 2.084 -0.403
*
```

Computed properties:
calculated total energy	-8306.6847	eV
HOMO-LUMO gap	10.7	eV
SMILES string	C=C=C.O=C=O
relative energy (zero: lowest compared OMol25 entry of this formula, charge and spin)	0.393	eV
LUMO energy	0.641	eV

Formula: C4H4O2
Source: the OMol25 dataset
Level of theory: the ωB97M-V functional and the def2-TZVPD basis

```
! wB97M-V def2-TZVPD RIJCOSX def2/J DEFGRID3
* xyz 0 1
O -0.719 -0.415 0.521
O -2.459 0.577 -0.531
C 0.175 0.615 0.067
C 2.548 -0.570 -0.184
C 1.490 -0.008 -0.076
C -1.986 -0.326 0.107
H 3.474 -1.098 -0.272
H 0.193 1.425 0.806
H -0.190 1.026 -0.880
H -2.525 -1.225 0.441
*
```

Computed properties:
calculated total energy	-8305.5535	eV
HOMO-LUMO gap	11.4	eV
SMILES string	C#CCOC=O
relative energy (zero: lowest compared OMol25 entry of this formula, charge and spin)	1.524	eV
LUMO energy	0.905	eV

Formula: C4H4O2
Source: the OMol25 dataset
Level of theory: the ωB97M-V functional and the def2-TZVPD basis

```
! wB97M-V def2-TZVPD RIJCOSX def2/J DEFGRID3
* xyz 0 1
O 1.186 0.962 0.153
O 2.288 -1.103 0.156
C -0.917 0.206 -0.721
C 1.315 -0.421 0.090
C -0.124 -0.717 0.210
C -0.217 0.770 0.454
H -0.619 1.347 1.280
H -0.339 -1.623 0.742
H -0.540 0.426 -1.722
H -2.004 0.155 -0.652
*
```

Computed properties:
calculated total energy	-8305.8215	eV
HOMO-LUMO gap	11.5	eV
relative energy (zero: lowest compared OMol25 entry of this formula, charge and spin)	1.256	eV
LUMO energy	0.900	eV

Formula: C4H4O2
Source: the OMol25 dataset
Level of theory: the ωB97M-V functional and the def2-TZVPD basis

```
! wB97M-V def2-TZVPD RIJCOSX def2/J DEFGRID3
* xyz 0 1
O -2.320 -1.686 -0.186
O 0.833 -0.796 1.076
C 0.128 -1.290 -0.015
C -1.255 -1.347 0.102
C -0.103 0.130 0.624
C 0.382 1.391 -0.010
H 0.263 1.448 -1.190
H 0.838 -1.564 -0.898
H -0.196 2.295 0.323
H 1.431 1.419 0.175
*
```

Computed properties:
calculated total energy	-8302.5698	eV
HOMO-LUMO gap (alpha / beta)	8.8 / 8.7	eV
relative energy (zero: lowest compared OMol25 entry of this formula, charge and spin)	4.507	eV
LUMO energy (alpha / beta)	0.355 / 0.355	eV